# C19H23KN7O3S

A structure of composition C19H23KN7O3S in a non-equilibrium geometry (ωB97M-V with the def2-TZVPD basis set, OMol25).

Last column: Mulliken charge in e.
Atoms and positions in Å:
K -0.252 -0.042 -0.508  1.00
O -2.350 -0.513 -1.782  -0.49
C -3.496 -1.062 -1.134  -0.64
C -3.493 -0.806 0.368  0.47
C -4.675 -0.981 1.079  -0.85
C -4.674 -0.789 2.445  -0.33
C -3.494 -0.414 3.072  -0.79
C -2.369 -0.251 2.290  -0.44
N -2.353 -0.451 0.962  0.31
H -1.843 -1.235 -2.171  0.28
H -3.549 -2.138 -1.312  0.37
H -4.392 -0.621 -1.569  0.37
H -5.584 -1.261 0.559  0.43
H -5.583 -0.922 3.018  0.42
H -3.449 -0.244 4.139  0.42
H -1.430 0.053 2.742  0.45
N 2.371 0.176 2.027  -0.48
N 2.564 -1.151 2.410  -0.15
C 1.972 -2.150 1.709  0.49
N 2.225 -3.393 2.113  -0.33
N 1.256 -1.744 0.654  -0.53
N 0.561 -2.709 -0.065  1.42
O 0.404 -3.864 0.292  -0.72
O 0.067 -2.268 -1.105  -0.76
H 3.219 0.567 1.636  0.24
H 2.054 0.714 2.820  0.24
H 3.269 -1.386 3.091  0.15
H 2.762 -3.555 2.947  0.19
H 1.692 -4.139 1.694  0.23
N 0.055 2.414 -0.426  -0.75
S -1.380 2.999 -0.053  0.60
C -1.300 4.713 0.386  0.16
C -1.708 5.054 1.665  -0.13
C -1.639 6.385 2.070  -0.65
C -1.155 7.343 1.196  -0.40
C -0.742 6.987 -0.089  -0.74
C -0.817 5.669 -0.503  -0.35
C -2.392 3.178 -1.520  0.56
C -1.917 2.718 -2.733  0.01
C -2.732 2.819 -3.859  -0.61
C -4.002 3.359 -3.755  -0.52
C -4.472 3.809 -2.521  -0.57
C -3.669 3.719 -1.398  -0.79
H 0.573 3.090 -0.992  0.19
H -2.082 4.291 2.338  0.42
H -1.962 6.665 3.064  0.39
H -1.101 8.378 1.510  0.39
H -0.374 7.747 -0.766  0.40
H -0.525 5.394 -1.510  0.34
H -0.926 2.288 -2.802  0.39
H -2.371 2.469 -4.817  0.42
H -4.634 3.436 -4.630  0.41
H -5.464 4.233 -2.436  0.42
H -4.029 4.083 -0.441  0.41

Computed properties:
total charge: +1
max |F|: 1.58 eV Å⁻¹
LUMO: -2.47 eV
energy relative to the best compared isomer or geometry (same formula, charge and spin): 78.6 kJ/mol
E_HOMO: -11.31 eV
2S+1: 1
calculated total energy: -63800.876 eV



# C19H23N2O3

A structure of composition C19H23N2O3 in a non-equilibrium geometry (ωB97M-V with the def2-TZVPD basis set, OMol25).

Last column: Mulliken charge in e.
Atoms and positions in Å:
C -0.187 -4.053 0.409  -1.89
C -0.274 -2.583 0.019  0.48
N -1.554 -1.982 0.540  -0.17
H -2.065 -2.797 1.174  0.45
C -2.729 -1.781 -0.520  -1.19
H -3.248 -2.542 -0.841  0.69
H -3.623 -1.241 0.391  0.33
C -2.234 -0.573 -1.530  -1.13
C -3.413 0.362 -1.929  -0.67
O -3.801 0.993 -0.727  -0.48
C -2.889 1.882 -0.011  0.13
C -3.252 2.855 0.687  -0.97
C -2.126 3.240 1.360  -0.22
C -0.805 3.116 1.369  -0.53
C -0.513 1.934 0.404  -0.10
C -1.577 1.233 -0.010  0.79
O -1.105 -0.009 -0.837  -0.31
H 0.479 1.567 0.490  0.07
H 0.061 3.667 1.785  0.45
H -2.430 4.305 2.223  0.06
H -4.227 3.052 0.773  0.66
H -4.318 -0.133 -2.084  0.37
H -2.988 1.146 -2.540  0.38
H -1.881 -1.064 -2.113  1.71
H -1.312 -1.096 0.958  0.48
H -0.296 -2.359 -1.060  0.34
C 0.632 -1.875 0.757  0.11
O 0.216 -0.770 1.584  -0.81
N 1.810 -1.889 0.556  0.06
H 2.178 -2.467 -0.273  0.32
C 2.965 -0.948 1.002  -1.37
C 3.208 0.160 0.120  1.13
C 3.739 0.120 -1.038  -0.06
C 3.926 1.090 -1.829  -1.46
C 3.692 2.404 -1.255  -0.15
C 3.306 2.783 0.079  -0.89
C 3.045 1.448 0.619  -0.18
H 2.661 1.549 2.074  0.06
H 3.077 3.598 0.491  0.71
H 3.800 3.485 -1.747  0.19
H 4.396 1.050 -2.658  0.71
H 3.761 -0.821 -1.248  0.71
H 3.744 -1.733 1.149  0.35
H 2.576 -0.928 2.084  0.35
H 0.600 -4.349 -0.151  0.56
H -0.074 -4.296 1.386  0.53
H -0.951 -4.751 -0.085  0.40

Computed properties:
total charge: +1
max |F|: 18.25 eV Å⁻¹
LUMO: -2.72 eV
energy relative to the best compared isomer or geometry (same formula, charge and spin): 1808.9 kJ/mol
E_HOMO: -11.68 eV
2S+1: 1
calculated total energy: -29175.231 eV



# C19H23N3O2S

The molecule C19H23N3O2S (ωB97M-V with the def2-TZVPD basis set, OMol25).

Last column: Mulliken charge in e.
Atoms and positions in Å:
C 6.099 1.998 0.096  -0.88
H 6.204 3.082 0.075  0.25
O 4.725 1.744 -0.057  -0.40
C 4.301 0.445 -0.056  0.24
C 5.128 -0.661 0.075  -0.59
C 4.557 -1.925 0.064  -0.87
C 3.199 -2.100 -0.077  -0.66
C 2.351 -0.992 -0.203  0.38
C 2.924 0.275 -0.186  0.01
H 2.327 1.170 -0.257  0.50
N 0.990 -1.191 -0.407  0.17
C 0.151 -0.089 -0.822  -0.77
H -0.180 0.517 0.032  0.34
C -1.074 -0.655 -1.550  -1.15
N -1.779 -1.608 -0.726  0.26
C -3.091 -1.594 -0.453  0.10
N -3.832 -0.478 -0.773  -0.10
C -3.536 0.853 -0.457  -0.29
C -4.128 1.866 -1.209  -0.48
C -3.869 3.195 -0.934  -0.57
C -3.011 3.537 0.097  -0.62
C -2.441 2.542 0.871  -0.34
C -2.704 1.204 0.616  0.64
O -2.125 0.236 1.420  -0.17
C -2.951 -0.196 2.485  -0.95
H -2.355 -0.904 3.060  0.26
H -3.851 -0.700 2.121  0.35
H -3.241 0.645 3.124  0.33
H -1.790 2.788 1.697  0.48
H -2.798 4.573 0.310  0.41
H -4.336 3.964 -1.531  0.39
H -4.792 1.592 -2.015  0.48
H -4.818 -0.684 -0.877  0.35
S -3.904 -2.914 0.139  -0.39
C -0.924 -2.683 -0.280  -1.14
C 0.264 -2.085 0.472  -0.47
H -0.119 -1.531 1.343  0.05
H 0.916 -2.881 0.825  0.56
H -0.568 -3.247 -1.149  0.27
H -1.500 -3.346 0.367  0.49
H -0.727 -1.187 -2.447  0.51
H -1.734 0.154 -1.857  0.37
H 0.700 0.541 -1.522  0.78
H 2.793 -3.099 -0.113  0.44
H 5.197 -2.791 0.158  0.35
H 6.196 -0.561 0.182  0.40
H 6.682 1.564 -0.723  0.35
H 6.476 1.617 1.051  0.36

Computed properties:
total charge: 0
max |F|: 0.75 eV Å⁻¹
LUMO: 0.72 eV
structure (SMILES): COc1cccc(N2CCN(C(=S)Nc3ccccc3OC)CC2)c1
energy relative to the best compared isomer or geometry (same formula, charge and spin): 267.5 kJ/mol
E_HOMO: -7.81 eV
2S+1: 1
calculated total energy: -39476.284 eV



# C19H23N3O6

A structure of composition C19H23N3O6 in a non-equilibrium geometry (ωB97M-V with the def2-TZVPD basis set, OMol25).

Last column: Mulliken charge in e.
Atoms and positions in Å:
C 0.272 3.577 -0.411  -1.10
C -0.071 2.487 -1.475  0.10
H -0.291 3.015 -2.477  0.29
H 0.596 1.690 -1.606  0.01
O -1.421 1.696 -1.219  -0.36
C -1.428 0.888 -0.025  0.64
O -0.451 0.620 0.715  -0.61
C -2.700 0.362 0.043  0.33
C -2.876 -0.749 0.819  0.36
N -4.027 -1.355 1.124  -0.20
C -5.246 -0.771 0.393  0.09
O -6.318 -1.507 0.363  -0.71
N -4.985 -0.107 -0.570  -0.01
H -5.801 0.437 -0.948  0.34
C -3.913 0.996 -0.541  -1.09
C -4.342 2.217 0.545  -1.14
H -3.412 2.794 0.463  0.29
H -4.518 1.906 1.528  0.40
H -5.049 2.840 -0.060  0.38
H -3.717 1.375 -1.323  1.44
H -4.185 -2.214 1.497  0.21
C -1.783 -1.426 1.682  -0.94
H -2.041 -2.278 2.137  0.49
H -1.150 -0.816 2.356  0.15
O -0.722 -1.785 0.311  -0.33
C -1.101 -2.629 -0.493  0.85
O -2.312 -3.206 -0.603  -0.73
C -0.045 -2.750 -1.533  -0.98
N 1.137 -2.522 -0.944  -0.14
C 1.659 -1.237 -1.187  0.94
O 1.052 -0.330 -2.057  -0.72
C 2.840 -0.868 -0.656  0.12
C 4.000 -1.658 -0.487  -0.23
C 5.100 -1.455 0.135  -0.95
C 5.170 -0.175 0.827  1.20
C 4.141 0.937 0.841  -1.73
C 2.974 0.386 -0.044  0.02
H 2.082 1.045 0.396  -0.09
H 4.126 1.727 1.338  0.60
C 6.339 0.396 1.650  -1.10
H 7.410 0.017 1.092  0.24
H 6.296 1.387 2.088  0.33
H 6.463 -0.382 2.483  0.28
H 5.926 -2.132 0.186  0.44
H 3.825 -2.579 -1.106  0.37
H 1.772 -3.045 -0.285  0.37
H 0.003 -4.080 -1.727  0.28
H -0.197 -2.469 -2.354  0.58
H 1.156 4.138 -0.971  0.33
H -0.682 4.402 -0.340  0.22
H 0.449 3.191 0.432  0.47

Computed properties:
total charge: 0
max |F|: 18.06 eV Å⁻¹
LUMO: 0.03 eV
energy relative to the best compared isomer or geometry (same formula, charge and spin): 1580.9 kJ/mol
E_HOMO: -8.64 eV
2S+1: 1
calculated total energy: -36817.689 eV



# C19H23N4O

A cluster of 2 separate species, C19H23N4O in total in a non-equilibrium geometry (ωB97M-V with the def2-TZVPD basis set, OMol25).

Last column: Mulliken charge in e.
Atoms and positions in Å:
N -0.841 -2.275 0.641  -0.21
N -2.050 -2.585 1.351  -0.54
C -3.050 -3.015 0.472  0.14
O -2.784 -3.496 -0.629  -0.56
H -0.059 -2.596 1.230  0.27
H -0.857 -2.789 -0.249  0.30
H -2.355 -1.804 1.912  0.28
H -4.071 -2.894 0.897  0.33
C -4.044 4.293 0.841  -1.00
N -2.976 3.904 -0.061  0.11
C -3.114 4.422 -1.415  -1.12
C -2.078 2.898 0.254  0.22
C -1.895 1.780 -0.613  -0.51
C -1.094 0.729 -0.186  -0.52
C -0.205 0.878 0.904  -0.09
C 0.826 -0.080 1.154  -0.41
C 1.614 -0.680 0.172  1.27
C 2.746 -1.542 0.474  0.54
C 3.386 -1.866 1.660  -0.40
C 4.526 -2.695 1.593  -0.79
C 4.999 -3.197 0.361  -0.65
C 4.320 -2.906 -0.838  -0.94
C 3.201 -2.079 -0.741  0.39
N 2.414 -1.524 -1.770  0.18
C 2.576 -1.824 -3.182  -0.91
C 1.497 -0.667 -1.239  -0.66
C -0.371 2.010 1.741  -0.85
C -1.321 2.971 1.462  -0.46
H -3.907 3.813 1.814  0.36
H -4.063 5.385 0.973  0.30
H -5.018 3.972 0.424  0.30
H -2.211 4.213 -2.002  0.36
H -3.990 3.985 -1.930  0.37
H -3.258 5.517 -1.380  0.34
H -2.468 1.697 -1.551  0.44
H -1.150 -0.243 -0.672  0.70
H 1.112 -0.253 2.198  0.44
H 2.967 -1.474 2.593  0.38
H 5.063 -2.945 2.517  0.39
H 5.916 -3.794 0.332  0.39
H 4.653 -3.266 -1.803  0.30
H 3.359 -2.575 -3.256  0.28
H 1.657 -2.236 -3.618  0.34
H 2.863 -0.933 -3.755  0.35
H 0.732 -0.157 -1.824  0.59
H 0.288 2.117 2.602  0.44
H -1.483 3.808 2.144  0.49

Computed properties:
total charge: +1
max |F|: 1.91 eV Å⁻¹
LUMO: -4.72 eV
E_HOMO: -10.65 eV
2S+1: 1
calculated total energy: -28076.347 eV



# C19H23NO2

A structure of composition C19H23NO2 in a non-equilibrium geometry (ωB97M-V with the def2-TZVPD basis set, OMol25).

Last column: Mulliken charge in e.
Atoms and positions in Å:
C 2.775 -3.095 -4.594  -1.31
C 1.789 -3.011 -3.377  0.68
C 0.935 -4.169 -3.029  -0.55
C 0.199 -4.174 -2.042  0.70
C 0.146 -2.968 -1.392  -0.30
C 1.075 -2.002 -1.570  0.35
C 2.015 -2.025 -2.672  -0.66
H 2.299 -1.173 -2.948  0.66
O 0.784 -1.012 -0.703  -0.21
C 1.638 0.254 -0.852  -0.46
C 1.243 0.974 0.386  -1.51
N -0.184 1.404 0.207  0.01
C -0.504 2.965 0.097  0.53
O 0.253 3.702 0.321  -0.38
C -2.104 2.997 0.150  -1.48
H -2.076 3.992 0.227  0.52
H -2.298 2.655 -0.721  0.71
C -2.561 2.323 1.456  -1.12
C -2.085 2.769 2.813  0.84
C -2.030 3.968 3.288  -0.39
C -1.483 4.435 4.262  -0.47
C -0.451 3.405 5.053  -0.40
C -0.411 2.205 4.598  -0.83
C -0.957 1.776 3.462  -0.33
H -1.245 0.802 2.975  0.31
H 0.224 1.655 5.067  0.53
H 0.066 4.031 5.768  0.39
H -1.670 5.383 4.813  0.37
H -2.649 4.671 2.705  0.22
H -2.574 1.279 1.418  0.66
H -3.811 2.583 1.549  0.33
H -0.824 0.783 0.136  0.23
H 1.886 2.062 0.262  0.32
H 1.599 0.732 1.154  0.89
H 1.415 0.675 -1.862  0.32
H 2.623 -0.154 -0.681  0.42
H -0.587 -3.057 -0.418  0.11
C -0.405 -5.504 -1.584  -1.54
H -1.268 -5.728 -2.558  0.24
H -1.187 -5.466 -0.807  0.35
H 0.173 -6.227 -1.465  0.45
H 1.268 -5.288 -3.726  -0.03
H 3.831 -3.056 -4.441  0.35
H 2.573 -2.228 -5.417  0.26
H 2.555 -4.145 -5.309  0.25

Computed properties:
total charge: 0
max |F|: 17.67 eV Å⁻¹
LUMO: 0.36 eV
energy relative to the best compared isomer or geometry (same formula, charge and spin): 1702.9 kJ/mol
E_HOMO: -7.98 eV
2S+1: 1
calculated total energy: -25645.098 eV



# C19H23NO4

The molecule C19H23NO4 (ωB97M-V with the def2-TZVPD basis set, OMol25).

Last column: Mulliken charge in e.
Atoms and positions in Å:
C -0.852 2.568 1.754  -1.14
H -1.014 3.330 0.986  0.45
H -1.465 2.799 2.631  0.40
H 0.199 2.563 2.040  0.27
O -1.118 1.276 1.262  -0.16
C -2.342 1.026 0.708  0.50
C -3.415 1.910 0.733  -0.76
C -4.608 1.541 0.138  -0.97
C -4.763 0.312 -0.475  -0.69
C -3.693 -0.579 -0.509  0.90
C -2.480 -0.216 0.083  0.25
C -1.280 -1.111 -0.027  0.48
O -0.726 -1.354 -1.075  -0.64
N -0.871 -1.597 1.171  -0.06
H -1.370 -1.318 2.001  0.29
C 0.390 -2.275 1.349  -0.79
H 0.222 -3.283 1.740  0.35
C 1.337 -1.488 2.283  -0.27
O 2.663 -1.442 1.820  -0.44
C 2.953 -0.663 0.727  0.08
C 4.271 -0.733 0.277  -0.96
C 4.682 0.006 -0.816  0.89
C 3.760 0.818 -1.470  -0.86
C 2.450 0.899 -1.033  0.23
C 2.050 0.163 0.078  0.43
H 1.025 0.246 0.395  0.48
C 1.436 1.751 -1.734  -1.32
H 1.118 2.571 -1.090  0.25
H 1.841 2.168 -2.652  0.37
H 0.558 1.152 -1.972  0.27
H 4.074 1.386 -2.335  0.36
C 6.096 -0.073 -1.312  -1.43
H 6.523 0.924 -1.406  0.35
H 6.714 -0.657 -0.635  0.35
H 6.123 -0.541 -2.296  0.31
H 4.956 -1.381 0.801  0.38
H 0.943 -0.473 2.429  0.21
H 1.407 -1.974 3.260  0.31
H 0.840 -2.356 0.355  0.46
O -3.732 -1.819 -1.053  -0.38
C -4.888 -2.216 -1.751  -0.96
H -4.663 -3.205 -2.148  0.25
H -5.111 -1.536 -2.579  0.38
H -5.757 -2.282 -1.088  0.36
H -5.710 0.060 -0.924  0.40
H -5.439 2.230 0.156  0.39
H -3.332 2.875 1.204  0.44

Computed properties:
total charge: 0
max |F|: 0.45 eV Å⁻¹
LUMO: 0.68 eV
structure (SMILES): COc1cccc(OC)c1C(=O)NCCOc1cc(C)cc(C)c1
energy relative to the best compared isomer or geometry (same formula, charge and spin): 146.3 kJ/mol
E_HOMO: -8.11 eV
2S+1: 1
calculated total energy: -29756.025 eV



# C19H24Br42FNO4S

A structure of composition C19H24Br42FNO4S in a non-equilibrium geometry (ωB97M-V with the def2-TZVPD basis set, OMol25).

Last column: Mulliken charge in e.
Atoms and positions in Å:
N 4.920 1.311 -2.413  -0.59
C 4.219 2.561 -2.016  -1.08
C 2.718 2.428 -2.402  0.03
C 1.813 3.179 -1.411  -0.65
C 0.376 2.714 -1.350  0.09
O -0.583 3.434 -2.204  -0.42
S -0.439 2.675 -3.622  1.14
O 0.476 3.364 -4.471  -0.50
O -1.658 2.430 -4.311  -0.65
O 0.085 1.188 -3.106  -0.27
C 0.062 1.273 -1.692  0.11
F -1.064 0.762 -1.163  -0.30
H 5.871 1.509 -2.702  0.18
H 4.439 1.006 -3.254  0.22
H 4.309 2.821 -0.980  0.42
H 4.636 3.380 -2.618  0.34
H 2.526 1.358 -2.486  0.46
H 2.606 2.843 -3.410  -0.09
H 2.299 3.166 -0.435  0.36
H 1.821 4.228 -1.715  0.28
H -0.067 2.840 -0.361  0.54
H 0.933 0.725 -1.320  0.31
C -2.400 -0.274 -7.391  0.08
Br -1.236 0.093 -8.883  -0.02
Br -4.204 0.310 -7.732  -0.01
Br -2.342 -2.131 -6.880  0.04
H -2.033 0.299 -6.553  -0.08
C -3.639 -4.815 -3.485  -0.30
Br -3.039 -5.385 -5.226  -0.08
Br -4.608 -3.150 -3.565  0.01
Br -4.658 -6.189 -2.605  0.00
H -2.757 -4.639 -2.887  0.38
C -6.845 -5.454 1.160  -0.33
Br -7.438 -7.071 0.291  -0.02
Br -5.586 -5.826 2.568  0.00
Br -6.136 -4.189 -0.104  -0.03
H -7.714 -5.003 1.617  0.38
C -2.654 -3.401 2.215  0.06
Br -3.338 -2.824 3.922  -0.01
Br -2.601 -1.945 0.955  0.04
Br -0.942 -4.268 2.382  -0.01
H -3.346 -4.134 1.827  -0.08
C -9.189 -9.881 2.677  -0.04
Br -9.494 -8.734 4.196  -0.01
Br -7.554 -10.880 2.854  -0.02
Br -10.689 -11.040 2.345  0.01
H -9.080 -9.240 1.815  0.06
C 3.060 3.485 -7.310  -0.24
Br 4.284 3.248 -5.839  0.10
Br 3.271 5.214 -8.130  -0.02
Br 3.208 2.056 -8.591  0.00
H 2.061 3.445 -6.899  0.22
C 5.003 0.171 1.675  -0.41
Br 4.551 0.763 -0.128  0.17
Br 3.791 0.857 3.035  -0.08
Br 5.138 -1.754 1.773  -0.06
H 5.982 0.568 1.902  0.35
C 3.817 5.803 2.344  0.15
Br 3.351 4.310 3.462  0.02
Br 4.556 5.241 0.658  0.06
Br 2.339 7.016 2.101  -0.03
H 4.593 6.349 2.858  -0.13
C 6.233 9.304 2.425  -0.32
Br 5.213 10.133 3.829  0.02
Br 7.640 10.446 1.774  -0.04
Br 6.913 7.596 3.007  0.02
H 5.559 9.125 1.599  0.32
C 7.425 4.877 5.974  -0.34
Br 8.883 6.138 6.009  -0.03
Br 5.837 5.604 6.787  0.00
Br 7.076 4.234 4.189  -0.01
H 7.727 4.026 6.565  0.38
C -8.865 -13.840 6.015  -0.31
Br -8.532 -14.490 4.232  -0.02
Br -8.034 -12.129 6.319  -0.01
Br -10.750 -13.792 6.414  0.00
H -8.412 -14.541 6.699  0.33
C 7.826 4.654 -7.533  -0.25
Br 8.328 3.112 -6.488  -0.02
Br 7.044 6.031 -6.437  -0.01
Br 9.303 5.321 -8.572  -0.04
H 7.065 4.332 -8.229  0.30
C 6.948 9.638 7.590  -0.04
Br 5.066 9.323 7.853  -0.03
Br 7.311 11.486 7.186  -0.02
Br 7.990 9.013 9.085  -0.03
H 7.248 9.057 6.728  0.10
C -14.863 -10.520 3.654  -0.36
Br -15.452 -12.152 2.815  -0.01
Br -13.577 -10.860 5.050  0.02
Br -14.205 -9.250 2.359  -0.01
H -15.727 -10.073 4.122  0.35

Computed properties:
total charge: 0
max |F|: 3.72 eV Å⁻¹
LUMO: -0.41 eV
E_HOMO: -9.29 eV
2S+1: 1
calculated total energy: -2985102.768 eV